a.
Computed, not measured: a gas-phase ion, C4H11N2S (charge -1), with ωB97M-V/def2-TZVPD.

Each line ends with the Löwdin charge.
Positions of all 18 atoms, in Å:
H: 2.508 0.061 0.458  0.061
H: -2.527 0.803 0.655  0.091
C: 1.839 0.638 -0.179  -0.120
H: 1.800 1.662 0.202  0.060
H: 0.526 -1.084 0.107  0.106
S: 1.588 -1.431 -2.557  0.118
H: -0.822 -0.850 -1.789  0.031
H: -1.569 -1.327 2.213  0.040
H: 0.148 0.429 -2.363  0.033
H: 2.425 0.582 -1.099  0.019
C: 0.510 -0.080 -0.341  -0.511
H: -1.837 -0.814 0.100  0.104
N: -0.562 0.771 0.201  -0.063
C: 0.212 -0.520 -1.812  -0.765
H: -0.129 1.369 0.893  0.081
N: -1.647 -0.319 2.144  -0.009
C: -1.705 0.084 0.699  -0.317
H: -0.757 0.026 2.470  0.040

Properties
SMILES = C[C@H](C[S-])NCN
HOMO-LUMO gap = 6.2 eV
Charge = -1

=====

b.
Computed, not measured: 2 unconnected molecules or ions with the total composition C4H11N2S, with ωB97M-V/def2-TZVPD.

Each line ends with the Löwdin charge.
Positions of all 18 atoms, in Å:
S: 0.365 -0.674 -3.532  0.142
C: -0.728 0.600 2.297  -0.097
C: 1.583 0.042 1.922  -0.182
H: 0.787 0.725 -1.831  -0.035
H: 1.487 0.345 0.874  0.024
H: -1.373 -1.872 -2.280  0.029
H: -0.417 1.533 -1.155  0.055
C: -0.455 -0.487 -0.948  -0.450
H: -1.836 -0.196 -2.593  0.041
H: 2.297 0.806 2.397  0.087
H: -0.893 1.204 1.380  0.058
N: 0.330 -0.039 2.681  -0.091
H: -1.311 -0.447 -0.233  0.085
C: -0.974 -0.857 -2.319  -0.781
H: 0.304 -1.250 -0.668  0.095
H: 2.097 -0.955 1.882  0.069
H: -1.525 0.723 3.040  0.046
N: 0.261 0.800 -0.914  -0.095

Properties
HOMO-LUMO gap = 6.3 eV
Charge = -1

=====

c.
Computed, not measured: a gas-phase ion, C4H11N2S (charge -1), with ωB97M-V/def2-TZVPD.

Each line ends with the Löwdin charge.
Positions of all 18 atoms, in Å:
H: 2.015 0.585 -0.521  0.005
H: 0.951 -1.388 -2.238  0.046
H: -0.758 1.377 1.104  -0.015
H: -0.520 1.067 -1.877  0.105
N: 0.706 -0.437 -2.519  -0.029
H: 0.085 -1.215 -0.036  0.121
H: 1.943 -0.445 0.856  0.023
C: 1.419 0.373 0.373  -0.701
H: 1.517 0.086 -2.193  0.028
C: -1.462 -0.317 1.898  -0.129
H: -1.267 -0.459 -1.802  0.083
C: -0.349 0.033 -1.554  -0.258
H: -2.232 -1.005 1.562  0.055
S: 1.504 1.867 1.418  0.137
H: -1.868 0.387 2.591  0.057
C: -0.014 -0.119 -0.064  -0.461
N: -1.057 0.490 0.708  -0.135
H: -0.614 -0.879 2.295  0.069

Properties
SMILES = CN[C@@H](CN)C[S-]
HOMO-LUMO gap = 6.7 eV
Charge = -1

=====

It is c that is most stable; the runner-up trails by 2.8 kcal/mol.

=====

a.
Computed, not measured: a gas-phase ion, C4H11N2S (charge -1), with ωB97M-V/def2-TZVPD.

Each line ends with the Löwdin charge.
Positions of all 18 atoms, in Å:
H: 1.007 1.908 2.712  0.057
H: 1.628 -0.540 -0.405  0.032
H: 0.455 -0.950 -1.596  0.040
H: 2.020 0.674 1.962  0.064
H: -2.532 0.356 -1.643  0.052
S: 0.314 -2.119 0.657  0.161
H: 0.112 1.633 -1.965  0.103
N: 0.488 1.393 0.748  -0.130
H: 0.336 0.254 2.478  0.047
H: 1.222 1.849 0.215  0.086
C: -0.218 0.479 -0.190  -0.474
C: -0.744 1.294 -1.371  -0.260
H: -1.337 2.114 -0.979  0.097
C: 0.984 1.018 2.058  -0.169
H: -1.101 0.204 0.409  0.103
N: -1.680 0.476 -2.176  -0.020
H: -1.329 -0.473 -2.237  0.038
C: 0.559 -0.824 -0.497  -0.826

Properties
SMILES = CN[C@@H](CN)C[S-]
HOMO-LUMO gap = 6.5 eV
Charge = -1

=====

b.
Computed, not measured: a gas-phase ion, C4H11N2S (charge -1), with ωB97M-V/def2-TZVPD.

Each line ends with the Löwdin charge.
Positions of all 18 atoms, in Å:
N: -2.131 0.278 -1.395  -0.017
H: -2.702 1.081 -1.182  0.040
C: -1.388 -0.085 -0.189  -0.289
H: -1.075 -1.126 -0.195  0.083
H: 0.319 -1.784 1.386  0.067
H: 1.164 -1.175 2.708  0.060
S: 0.855 0.865 -2.775  0.051
H: 1.955 0.504 -0.780  0.008
C: 0.995 -0.969 1.641  -0.167
C: 0.941 0.151 -0.975  -0.658
C: -0.058 0.656 0.057  -0.440
H: -0.072 1.743 0.031  0.121
H: 1.973 -1.080 1.178  0.064
H: 0.947 -0.930 -1.098  0.035
H: -1.450 0.491 -2.136  -0.048
H: 1.267 0.932 1.519  0.082
H: -1.953 0.069 0.747  0.103
N: 0.415 0.380 1.458  -0.095

Properties
SMILES = CN[C@H](CN)C[S-]
HOMO-LUMO gap = 6.3 eV
Charge = -1

=====

It is b that is most stable; the runner-up trails by 1.5 kcal/mol.

=====

a.
Computed, not measured: C4H8N2 in the gas phase, with ωB97M-V/def2-TZVPD.

Each line ends with the Löwdin charge.
Positions of all 14 atoms, in Å:
C: -0.074 1.613 -0.286  -0.100
N: -0.054 0.144 -0.097  -0.251
C: 1.333 -0.275 -0.155  -0.140
N: -1.011 -1.165 2.341  0.137
H: -2.143 -0.938 -0.660  0.115
C: -1.217 -1.291 1.211  -0.258
C: -1.120 -1.058 -0.226  -0.097
H: 1.967 0.300 0.545  0.086
H: 0.652 2.078 0.419  0.083
H: -0.788 -2.013 -0.718  0.118
H: 1.421 -1.322 0.132  0.078
H: 1.767 -0.113 -1.157  0.080
H: 0.289 1.937 -1.281  0.074
H: -1.024 2.104 -0.069  0.075

Properties
SMILES = CN(C)CC#N
HOMO-LUMO gap = 9.1 eV

=====

b.
Computed, not measured: 2 unconnected molecules or ions with the total composition C4H8N2, with ωB97M-V/def2-TZVPD.

Each line ends with the Löwdin charge.
Positions of all 14 atoms, in Å:
H: 0.555 -1.959 1.653  0.062
H: -0.878 -1.348 2.016  0.056
C: -0.417 -0.526 0.253  -0.388
C: -0.017 0.422 -0.837  -0.336
N: -1.727 -0.823 -0.241  0.011
C: 1.120 1.386 -0.720  -0.074
C: 0.029 -1.045 1.599  0.000
N: -1.329 0.666 -0.235  0.084
H: -0.196 -0.241 -2.274  0.200
H: -1.934 -1.280 -1.178  0.100
H: 1.189 1.808 0.197  0.038
H: 0.884 2.232 -1.361  0.078
H: 0.621 -0.345 2.189  0.085
H: 2.101 1.053 -1.062  0.086

Properties
HOMO-LUMO gap = 10.3 eV

=====

c.
Computed, not measured: a molecular structure, C4H8N2, with ωB97M-V/def2-TZVPD.

Each line ends with the Löwdin charge.
Positions of all 14 atoms, in Å:
C: -2.030 -0.935 -0.352  0.000
H: 1.545 1.113 -0.575  0.089
H: -2.221 -1.541 -1.229  0.047
H: -2.553 -1.205 0.561  0.056
H: -0.022 2.768 0.614  0.026
C: 0.987 0.186 -0.491  -0.058
H: 1.514 -0.205 1.556  0.078
H: 0.866 -0.280 -1.464  0.090
N: -0.754 2.350 0.034  0.006
N: -0.588 1.083 0.067  -0.194
H: 2.395 -1.171 0.361  0.081
C: -1.271 0.127 -0.418  -0.173
C: 1.421 -0.734 0.607  -0.120
H: 0.712 -1.556 0.729  0.071

Properties
HOMO-LUMO gap = 8.4 eV

=====

It is a that is most stable; the runner-up trails by 68.1 kcal/mol.

=====

a.
Computed, not measured: C4H8N2 in the gas phase, with ωB97M-V/def2-TZVPD.

Each line ends with the Löwdin charge.
Positions of all 14 atoms, in Å:
H: 0.532 -1.991 -0.064  0.111
C: -1.294 -0.782 0.239  -0.197
N: 2.079 -0.108 0.061  0.134
H: -1.683 0.786 -1.265  0.122
C: -0.006 1.196 0.038  -0.152
H: -1.352 -0.674 1.346  0.114
C: 0.850 -0.019 -0.007  -0.497
H: -2.085 -1.448 -0.139  0.115
H: 0.352 1.980 -0.590  0.110
H: 2.481 0.797 0.083  0.032
H: 0.106 1.648 1.031  0.128
C: -1.388 0.700 -0.183  -0.204
N: 0.053 -1.147 -0.262  0.046
H: -2.250 1.109 0.483  0.137

Properties
SMILES = [H]/N=C1\CCCN1
HOMO-LUMO gap = 10.1 eV

=====

b.
Computed, not measured: 2 unconnected molecules or ions with the total composition C4H8N2, with ωB97M-V/def2-TZVPD.

Each line ends with the Löwdin charge.
Positions of all 14 atoms, in Å:
H: -0.007 2.720 0.036  0.086
H: -0.898 2.095 -1.217  0.091
H: 0.140 -2.549 -0.261  0.076
H: -1.533 -2.204 0.174  0.080
H: 2.119 0.391 -0.980  0.023
C: -0.399 -0.490 -0.460  -0.145
C: -0.283 0.702 0.140  -0.398
H: -0.386 -0.485 -1.549  0.112
N: -0.146 0.904 2.732  0.158
H: -0.223 -1.749 1.281  0.071
H: 2.484 -0.237 -1.141  0.046
C: -0.510 -1.814 0.227  -0.090
N: -0.148 1.919 -0.563  0.072
C: -0.212 0.796 1.581  -0.181

Properties
SMILES = C/C=C(/N)C#N.[H][H]
HOMO-LUMO gap = 9.8 eV

=====

c.
Computed, not measured: C4H8N2 in the gas phase, with ωB97M-V/def2-TZVPD.

Each line ends with the Löwdin charge.
Positions of all 14 atoms, in Å:
H: 0.519 0.249 1.853  0.110
H: 0.427 -2.175 0.920  0.123
N: 0.305 -1.290 0.445  -0.021
H: -0.281 1.606 -1.747  0.092
N: 0.814 -0.090 -1.549  0.017
H: -1.162 1.729 0.649  0.106
C: 0.207 1.101 -0.930  -0.235
H: -1.045 -0.606 1.847  0.122
C: -0.818 0.796 0.187  -0.179
H: -1.709 0.335 -0.278  0.115
H: 1.172 -2.076 -1.222  0.107
C: -0.235 -0.195 1.202  -0.217
H: 0.999 1.757 -0.541  0.110
C: 0.808 -1.142 -0.836  -0.251

Properties
SMILES = C1=NCCCN1
HOMO-LUMO gap = 9.5 eV

=====

It is c that is most stable; the runner-up trails by 2.3 kcal/mol.